No. 1
Entry from the Open Molecules 2025 dataset: an isolated molecule of C22H26ClN3O5S (ωB97M-V with the def2-TZVPD basis set).

Each line ends with the Mulliken charge.
Atoms and positions in Å:
C1 0.7031 -6.3532 -0.3967  -1.533
C2 0.7048 -4.9424 0.1072  0.628
C3 1.2255 -4.6282 1.3560  -0.606
C4 1.2089 -3.3249 1.8215  -1.180
C5 0.6653 -2.3142 1.0504  -0.017
C6 0.1456 -2.6190 -0.1997  -0.011
N1 -0.4110 -1.5733 -0.9953  0.284
C7 -1.8088 -1.6702 -1.3431  -0.931
C8 -2.8198 -0.9275 -0.4476  0.726
O1 -4.0041 -1.0352 -0.6906  -0.694
N2 -2.3167 -0.2393 0.5890  0.168
C9 -3.1399 0.7145 1.2995  -1.568
C10 -2.6343 2.1328 1.0377  0.865
C11 -3.5578 3.2506 1.5604  -0.764
C12 -3.5076 4.3123 0.4496  -0.581
C13 -2.4967 3.7282 -0.5503  -0.464
O2 -2.5475 2.3304 -0.3642  -0.324
C14 0.3908 -0.5504 -1.3539  0.557
O3 1.6027 -0.5682 -1.2033  -0.620
C15 -0.2631 0.6901 -1.9626  -0.364
N3 0.5974 1.8281 -1.7101  -0.376
S1 1.0023 2.0031 -0.0782  1.599
O4 0.7692 3.3746 0.2648  -0.819
O5 0.2919 1.0219 0.7041  -0.658
C16 2.7676 1.7271 0.0164  0.037
C17 3.5915 2.6364 -0.6207  -0.472
C18 4.9629 2.4585 -0.5824  -0.843
C19 5.4822 1.3643 0.0975  0.427
Cl1 7.1882 1.1339 0.1436  -0.210
C20 4.6532 0.4578 0.7433  -0.978
C21 3.2828 0.6466 0.7028  -0.057
C22 0.1673 -3.9231 -0.6684  -0.274
H1 0.8927 -6.3823 -1.4672  0.368
H2 1.4567 -6.9488 0.1120  0.399
H3 -0.2700 -6.8109 -0.2159  0.290
H4 1.6497 -5.4113 1.9673  0.388
H5 1.6167 -3.0970 2.7952  0.446
H6 0.6365 -1.2934 1.3994  0.501
H7 -2.0952 -2.7253 -1.3156  0.463
H8 -1.9769 -1.3142 -2.3638  0.402
H9 -1.3197 -0.0651 0.6543  0.051
H10 -3.1151 0.5059 2.3728  0.193
H11 -4.1589 0.5970 0.9214  0.663
H12 -1.6285 2.2486 1.4695  0.017
H13 -3.2011 3.6341 2.5137  0.401
H14 -4.5703 2.8711 1.6948  0.266
H15 -4.4841 4.4235 -0.0202  0.238
H16 -3.1842 5.2836 0.8162  0.316
H17 -1.4821 4.0886 -0.3343  0.137
H18 -2.7443 3.9313 -1.5924  0.454
H19 -0.3877 0.5747 -3.0424  0.325
H20 -1.2272 0.9206 -1.5074  0.182
H21 1.4577 1.7670 -2.2373  0.436
H22 3.1515 3.4820 -1.1260  0.484
H23 5.6249 3.1554 -1.0717  0.419
H24 5.0766 -0.3847 1.2665  0.434
H25 2.6115 -0.0433 1.1844  0.312
H26 -0.2250 -4.1488 -1.6499  0.467

Atoms 1-6, force components in eV/Å:
-0.1 0.0 0.0
0.0 0.0 0.1
0.0 0.0 -0.1
0.0 0.1 0.0
-0.1 -0.1 0.0
0.2 -0.3 0.2

Values from the calculation:
LUMO in Ha: 0.0147
Gap between HOMO and LUMO in eV: 9.3
Molecular weight in u: 479.99
Largest force on an atom in eV/A: 0.9
2S+1: 1
E_HOMO in eV: -8.94
Structure (SMILES): Cc1cccc(N(CC(=O)NC[C@@H]2CCCO2)C(=O)CNS(=O)(=O)c2ccc(Cl)cc2)c1

***

No. 2
Entry from the Open Molecules 2025 dataset: a structure of composition C22H26CrN8OS4 in a non-equilibrium geometry (ωB97M-V with the def2-TZVPD basis set).

Each line ends with the Mulliken charge.
Atoms and positions in Å:
Cr1 -0.3847 0.5079 0.1913  0.377
N1 -3.7020 0.9356 -0.8157  -0.346
C1 -2.9171 2.0214 -0.6850  0.058
N2 -1.6490 1.9880 -0.3044  1.009
C2 -1.0878 3.2633 -0.2747  -0.656
C3 -1.9206 4.2507 -0.6578  -0.138
S1 -3.4709 3.6134 -1.0589  -0.096
C4 0.2876 3.3114 0.1889  -0.595
C5 1.1411 4.3443 0.3188  -0.108
S2 2.6553 3.8121 0.9536  -0.101
C6 2.0682 2.1891 1.0103  0.058
N3 0.8208 2.0748 0.5692  0.869
N4 2.8114 1.1562 1.4302  -0.306
H1 -3.4980 0.1042 -0.2859  0.158
H2 -4.6731 1.0663 -1.0542  0.257
H3 -1.7280 5.3099 -0.7121  0.474
H4 0.9692 5.3849 0.0954  0.498
H5 3.7222 1.3161 1.8292  0.260
H6 2.3436 0.2948 1.6527  0.028
C7 1.4618 -3.5345 1.2753  -1.016
S3 1.8949 -2.0822 0.3098  0.316
O1 0.6692 -1.1471 0.5301  -0.196
C8 1.8525 -2.6890 -1.3684  0.626
C9 0.9554 -3.6485 -1.8250  -0.313
C10 1.0719 -4.1091 -3.1265  -0.897
C11 2.0724 -3.6170 -3.9585  -0.535
C12 2.9572 -2.6504 -3.4972  -0.756
C13 2.8555 -2.1870 -2.1941  -0.220
H7 0.8250 -4.2224 0.7300  0.360
H8 0.9604 -3.1766 2.1717  0.316
H9 2.3960 -4.0256 1.5474  0.439
H10 0.1750 -4.0445 -1.1883  0.383
H11 0.4011 -4.8827 -3.4763  0.460
H12 2.1783 -4.0047 -4.9635  0.491
H13 3.7538 -2.2865 -4.1327  0.478
H14 3.5660 -1.4639 -1.8094  0.470
C14 -1.7850 -1.5128 5.7864  -1.095
N5 -1.5990 -1.1271 4.3897  -0.139
C15 -1.6841 0.1141 3.9373  0.616
S4 -1.7282 0.4049 2.2183  -0.457
N6 -1.8345 1.1110 4.7855  -0.173
C16 -1.9171 2.5376 4.4992  -0.661
H15 -1.6663 -2.5883 5.8691  0.370
H16 -2.7864 -1.2535 6.1363  0.381
H17 -1.0395 -1.0437 6.4305  0.368
H18 -1.5613 -1.8638 3.7083  0.256
H19 -1.9422 0.8690 5.7619  0.229
H20 -1.6718 2.7271 3.4605  0.135
H21 -1.2184 3.0715 5.1410  0.329
H22 -2.9218 2.9054 4.7052  0.313
N7 0.6828 -0.0488 -7.0730  -0.324
C17 0.5509 0.0235 -5.9345  -0.475
C18 0.3851 0.1347 -4.5192  0.645
C19 -0.5727 -0.6254 -3.8470  -0.685
C20 -0.6949 -0.4719 -2.4858  -0.245
N8 0.0679 0.3736 -1.7735  0.763
C21 0.9966 1.0915 -2.4212  -0.475
C22 1.1870 1.0062 -3.7827  -0.766
H23 -1.2008 -1.3221 -4.3841  0.611
H24 -1.4314 -1.0495 -1.9347  0.320
H25 1.6009 1.7618 -1.8248  0.463
H26 1.9493 1.6022 -4.2641  0.592

Atoms 1-6, force components in eV/Å:
1.0 -0.4 1.0
0.1 0.0 -0.1
-0.1 0.2 -0.1
-0.3 -0.1 0.0
-0.1 0.3 0.0
0.1 -0.1 0.0

Values from the calculation:
LUMO (spin up / spin down) in Ha: -0.3665 / -0.3297
Gap between HOMO and LUMO (spin up / spin down) in eV: 6.3 / 7.3
Molecular weight in u: 598.77
Largest force on an atom in eV/A: 1.5
2S+1: 4
Total charge: +3
E_HOMO (spin up / spin down) in eV: -16.32 / -16.30

***

No. 3
Entry from the Open Molecules 2025 dataset: a structure of composition C22H26F4N5O5S2V (ωB97M-V with the def2-TZVPD basis set).

Each line ends with the Mulliken charge.
Atoms and positions in Å:
V1 1.1549 0.3491 0.3281  0.801
C1 2.5779 -0.0858 3.0734  -1.369
N1 1.2204 0.1169 2.5721  0.954
C2 0.5746 1.1592 3.3662  -1.279
C3 0.4528 -1.1270 2.6345  -1.485
C4 -0.9035 -1.0159 1.9217  -1.214
N2 -0.8715 -0.0762 0.7918  1.007
C5 -1.9637 -0.0512 -0.0063  0.461
C6 -2.0360 0.8438 -1.1103  -0.191
F1 -1.0092 1.6803 -1.3480  -0.498
C7 -3.1018 0.9193 -1.9711  0.427
F2 -3.0496 1.8156 -2.9780  -0.387
C8 -4.2193 0.1143 -1.8458  -0.691
C9 -4.1922 -0.7585 -0.7823  0.249
F3 -5.2443 -1.5820 -0.5870  -0.423
C10 -3.1383 -0.8395 0.1058  0.494
F4 -3.2863 -1.7536 1.0977  -0.396
H1 2.5595 -0.3402 4.1438  0.314
H2 3.0766 -0.8643 2.5001  0.445
H3 3.1481 0.8341 2.9373  0.243
H4 0.6068 0.9073 4.4376  0.355
H5 1.0904 2.1082 3.2178  0.252
H6 -0.4653 1.2773 3.0754  0.302
H7 1.0596 -1.8939 2.1558  0.500
H8 0.2789 -1.4294 3.6820  0.464
H9 -1.1462 -2.0290 1.5932  0.339
H10 -1.6818 -0.7231 2.6404  0.742
H11 -5.0518 0.1687 -2.5279  0.514
O1 4.4179 -1.2141 0.8951  -0.650
C11 4.1473 -0.3900 0.0382  -0.223
O2 3.0892 0.3265 -0.0725  -0.381
H12 4.8903 -0.1998 -0.7627  0.357
C12 4.3838 5.2327 1.3315  -1.034
C13 3.4691 5.2620 0.1063  -0.471
C14 2.2767 4.3805 0.2978  0.342
N3 2.3448 3.0989 0.2545  -1.046
N4 1.1428 2.4757 0.4523  0.889
C15 0.1781 3.3132 0.7165  0.209
N5 -1.1102 2.9683 1.0812  -0.481
S1 0.6931 4.9695 0.6943  -0.278
H13 5.2595 5.8626 1.1753  0.352
H14 4.7160 4.2134 1.5215  0.276
H15 3.8571 5.5900 2.2171  0.306
H16 4.0087 4.9027 -0.7708  0.239
H17 3.1407 6.2816 -0.1021  0.337
H18 -1.1728 1.9453 1.0868  -0.173
H19 -1.8038 3.3298 0.4358  0.394
C16 -3.7264 -4.9635 -3.1591  -1.437
C17 -2.5180 -4.1385 -2.8002  0.940
C18 -1.3985 -4.7233 -2.2118  -0.938
C19 -0.2886 -3.9612 -1.8853  -0.747
C20 -0.2910 -2.5959 -2.1405  -0.063
C21 -1.3905 -2.0015 -2.7312  -0.283
C22 -2.4955 -2.7738 -3.0593  -0.660
S2 1.1368 -1.6592 -1.6427  1.418
O3 0.8091 -0.2405 -1.8719  -0.787
O4 2.2240 -2.2009 -2.4145  -0.711
O5 1.2468 -1.8520 -0.1836  -0.472
H20 -3.6903 -5.9412 -2.6794  0.349
H21 -3.7852 -5.1214 -4.2382  0.300
H22 -4.6442 -4.4638 -2.8483  0.313
H23 -1.4004 -5.7861 -1.9984  0.311
H24 0.5774 -4.4130 -1.4213  0.431
H25 -1.3738 -0.9395 -2.9201  0.748
H26 -3.3601 -2.2981 -3.5085  0.395

Atoms 1-6, force components in eV/Å:
0.2 -0.5 0.0
0.1 -0.1 0.0
-0.2 0.1 -0.1
0.0 0.0 0.1
-0.1 0.0 0.0
0.0 -0.1 0.1

Values from the calculation:
LUMO (spin up / spin down) in Ha: 0.0821 / 0.0824
Gap between HOMO and LUMO (spin up / spin down) in eV: 5.5 / 4.6
Molecular weight in u: 631.55
Largest force on an atom in eV/A: 0.6
2S+1: 2
Total charge: -1
E_HOMO (spin up / spin down) in eV: -3.23 / -2.38

***

Energy relative to the best compared isomer or geometry (same formula, charge and spin) values, unit kJ/mol, following the record order: 48.1, 44.3, 0.0.
Calculated total energy values, unit eV, following the record order: -61302.1035, -108944.3889, -99154.9290.